{"formula": "C16H33HfNO4P2S", "method": "ωB97M-V/def2-TZVPD", "homo_lumo_gap_ev": 5.37, "lumo_ev": -0.620, "species": ["Hf", "P", "P", "N", "H", "C", "H", "H", "H", "C", "H", "H", "H", "C", "H", "H", "H", "C", "H", "H", "H", "C", "H", "H", "H", "C", "H", "H", "H", "C", "C", "C", "C", "C", "C", "H", "H", "H", "H", "H", "C", "O", "C", "H", "H", "H", "C", "H", "H", "H", "C", "S", "O", "O", "O", "H", "H", "H"], "positions_angstrom": [[-0.417712, 0.041278, 0.045264], [-2.780296, -0.568825, 1.150920], [2.632089, 0.271379, -1.508505], [-1.071458, -1.043360, -1.461267], [-0.109569, 1.801474, 1.386445], [-3.840400, 0.890397, 1.441698], [-4.690063, 0.596882, 2.067003], [-4.197367, 1.262557, 0.473282], [-3.245773, 1.664413, 1.942480], [-2.795647, -1.390541, 2.782568], [-3.830127, -1.445157, 3.145312], [-2.184303, -0.846133, 3.510998], [-2.398500, -2.406889, 2.672396], [-3.863253, -1.684058, 0.184974], [-4.806351, -1.849375, 0.728366], [-3.350782, -2.646481, 0.037362], [-4.068993, -1.239279, -0.798229], [3.275856, 1.766752, -2.232059], [4.276273, 1.597258, -2.646699], [3.326346, 2.563435, -1.483598], [2.606159, 2.065148, -3.043453], [3.805609, -0.415454, -0.353850], [4.802054, -0.403042, -0.806591], [3.536261, -1.453685, -0.136233], [3.816903, 0.151983, 0.582157], [2.203780, -0.931554, -2.769488], [3.069206, -1.111241, -3.422055], [1.363226, -0.574115, -3.374277], [1.902629, -1.882353, -2.306770], [-1.576162, -1.468945, -2.615137], [-2.773743, -1.027630, -4.698040], [-2.266350, -0.570346, -3.486211], [-1.434178, -2.834834, -3.008372], [-1.956290, -3.261721, -4.227511], [-2.621762, -2.369096, -5.072085], [-3.285189, -0.341224, -5.360956], [-2.367515, 0.464850, -3.187561], [-0.915602, -3.501810, -2.342695], [-1.842145, -4.294670, -4.524063], [-3.024599, -2.718842, -6.035155], [0.376021, 0.638916, 2.943311], [0.164923, -0.289258, 2.040685], [-0.561978, 1.753415, 3.289534], [-0.072394, 2.364054, 4.060929], [-1.573564, 1.409545, 3.566069], [-0.718348, 2.558627, 2.519579], [1.359560, 0.340323, 3.980799], [1.975741, 1.231195, 4.177836], [1.996153, -0.509317, 3.759543], [0.808386, 0.146449, 4.915501], [4.355511, 2.286027, 2.258320], [2.657584, 2.839951, 1.684302], [2.107658, 3.649942, 2.762481], [2.875906, 3.530171, 0.395106], [1.355391, 0.626756, -0.707565], [4.709028, 3.047723, 2.963228], [5.016451, 2.207031, 1.391250], [4.265712, 1.311301, 2.748727]], "forces_ev_per_a": [[0.2190, 0.6677, -0.5996], [-0.9863, -0.2186, 0.0253], [-1.1084, 0.7928, 0.6972], [0.9579, 1.6802, 2.5638], [-0.7726, -0.5605, -4.0209], [0.0124, -0.0794, 0.0418], [0.0155, 0.1858, -0.1160], [0.0882, 0.0318, 0.2697], [-0.2632, -0.0978, -0.1780], [-0.0141, -0.0558, 0.1204], [0.2247, -0.0480, -0.0174], [-0.1272, -0.1486, -0.1587], [-0.0415, 0.2137, 0.0849], [-0.0453, -0.0088, 0.0913], [0.2252, 0.0311, -0.1992], [-0.1485, 0.3501, -0.0335], [0.1205, -0.1730, 0.2422], [0.2644, -0.1371, -0.4514], [-0.1575, -0.0493, 0.0076], [-0.1802, -0.1062, 0.2646], [0.0414, 0.0176, 0.0850], [0.3989, -0.3755, -0.1126], [-0.0470, -0.0413, 0.1410], [0.0064, 0.1109, -0.0193], [-0.1095, 0.1118, -0.2883], [0.3596, -0.2928, -0.1795], [-0.1823, 0.0180, 0.1113], [0.1205, 0.0592, 0.1918], [0.0448, 0.3229, -0.0535], [-0.5694, -0.6651, -1.0692], [0.2526, -0.3847, 0.2915], [0.1679, -0.9580, -0.2278], [-0.5690, 0.9325, -0.7218], [0.0148, 0.4764, 0.2178], [-0.1813, -0.0587, -0.3908], [-0.0267, 0.0150, -0.0117], [-0.0011, 0.0305, 0.0351], [0.1027, -0.1880, 0.1455], [-0.0043, -0.1022, -0.0414], [0.2243, 0.1929, 0.5523], [-1.2016, -2.3785, -1.5893], [0.7372, 1.3552, 2.6768], [-0.1664, 2.2936, 0.4584], [-0.3604, -0.5512, 0.4663], [0.5082, -0.2371, 0.1363], [0.1299, -1.2902, 0.8625], [1.0526, 0.2422, 0.5891], [-0.2161, -0.1378, -0.0805], [-0.0485, -0.0760, -0.1754], [0.0173, 0.0629, -0.2214], [-0.0726, 0.9115, -0.0016], [-0.6950, -3.3334, -0.9212], [-0.0130, 1.3067, 1.4167], [0.6845, 0.6061, -0.2996], [1.2828, -0.3041, -0.6478], [0.1765, -0.2067, -0.0941], [-0.0414, 0.0738, 0.0948], [-0.1001, 0.1713, 0.0407]]}

---

{"formula": "C16H33N2", "method": "ωB97M-V/def2-TZVPD", "homo_lumo_gap_ev": 8.93, "charge": 1, "lumo_ev": -3.250, "smiles": "[H]/N=C/C[N@@H+]1CCC[C@@H]1CCCCCCCCCC", "species": ["C", "C", "C", "C", "C", "C", "C", "C", "C", "C", "C", "C", "C", "C", "N", "C", "C", "N", "H", "H", "H", "H", "H", "H", "H", "H", "H", "H", "H", "H", "H", "H", "H", "H", "H", "H", "H", "H", "H", "H", "H", "H", "H", "H", "H", "H", "H", "H", "H", "H", "H"], "positions_angstrom": [[7.000525, -1.339674, 0.760431], [6.934465, 0.164560, 0.230272], [5.414716, 0.639460, 0.439753], [4.508691, 0.218846, -0.821017], [3.132675, -0.469929, -0.403754], [1.848137, 0.254856, -1.017005], [1.351483, 1.460213, -0.113237], [-0.222277, 1.710001, -0.201989], [-1.065900, 0.552648, 0.494509], [-2.347815, 1.065558, 1.276879], [-3.727128, 0.745307, 0.579357], [-3.912416, 0.985545, -0.979471], [-5.496412, 0.589275, -1.078878], [-5.780657, -0.361350, 0.204119], [-4.453096, -0.520155, 0.896072], [-3.739356, -1.835406, 0.851521], [-3.553039, -2.432143, -0.591318], [-2.561668, -2.136160, -1.371827], [8.047785, -1.745819, 0.805494], [6.322663, -1.959123, 0.111247], [6.554120, -1.335299, 1.802697], [7.265818, 0.272348, -0.841636], [7.603678, 0.847916, 0.836860], [5.375620, 1.750429, 0.630071], [5.030868, 0.095707, 1.350865], [5.151189, -0.517284, -1.400609], [4.306886, 1.096331, -1.496670], [3.160273, -1.523089, -0.819558], [3.110840, -0.552775, 0.717551], [1.035732, -0.524414, -1.103597], [2.163693, 0.590048, -2.053957], [1.910439, 2.381138, -0.459460], [1.689975, 1.245679, 0.941763], [-0.416637, 2.694211, 0.307936], [-0.543896, 1.769050, -1.289557], [-0.382615, 0.050818, 1.252013], [-1.295857, -0.213827, -0.295170], [-2.280432, 2.193643, 1.348902], [-2.335831, 0.677435, 2.336211], [-4.435443, 1.530127, 1.005366], [-3.467974, 0.255553, -1.704953], [-3.945537, 2.072053, -1.287003], [-5.832892, 0.004191, -1.971836], [-6.091545, 1.510670, -0.802993], [-6.349295, 0.287700, 0.937891], [-6.445201, -1.255370, 0.077102], [-4.707008, -0.454510, 1.895765], [-2.720558, -1.750498, 1.330249], [-4.377174, -2.577127, 1.424849], [-4.287032, -3.195315, -0.999425], [-2.662301, -2.654745, -2.256950]], "forces_ev_per_a": [[-0.1632, 0.9901, -0.0182], [-0.5710, 0.0485, 0.9005], [0.3896, -0.1518, -0.8569], [0.4382, -0.2236, 0.6661], [0.3152, -0.1214, -0.8878], [0.5885, -0.4857, 0.6389], [0.1300, -0.1913, -0.8628], [0.4860, -0.2218, 0.1701], [0.8494, 0.0139, 0.3045], [0.2687, -0.4711, -0.6402], [0.4453, 3.0361, -0.6624], [-2.9911, -1.0664, -0.1331], [-0.0501, -0.6486, 1.8093], [-1.3065, 1.8210, -0.2457], [-0.2376, -0.7534, 1.5590], [0.6980, -1.7585, -1.0504], [0.6626, -0.1817, -1.6297], [-1.6641, -0.2191, 1.5546], [-1.1253, 0.2701, -0.1970], [0.8409, 0.3233, 0.6124], [0.6708, -0.1581, -1.1297], [-0.4623, -0.2255, 1.0202], [-0.6359, -0.9243, -0.5677], [-0.0775, -1.1346, -0.1988], [0.3466, 0.7466, -0.8455], [-0.9698, 0.8417, 0.4810], [0.2967, -0.7766, 0.6840], [-0.1359, 1.0754, 0.5703], [-0.3124, 0.1127, -1.0380], [0.7046, 0.8501, -0.0351], [-0.7388, -0.3032, 1.1232], [-0.7358, -0.8341, 0.5236], [-0.6408, 0.3310, -0.9150], [-0.0244, -0.8719, -0.5618], [0.4597, 0.1907, 1.2437], [-0.7834, 0.5069, -0.8880], [-0.0366, 0.6253, 0.9359], [-0.2779, -1.2783, -0.0615], [-0.1841, 0.3579, -1.0072], [0.7324, -0.9724, -0.3350], [0.5670, 1.1574, 1.0098], [0.9707, -1.3458, 0.4403], [0.4253, 1.1859, 0.4943], [0.4256, -1.0831, -1.1794], [0.5023, -0.8240, -0.8110], [1.3623, 0.3811, -0.0608], [0.4045, 0.0864, -0.4451], [-1.1919, 0.1681, -0.4498], [0.7861, 0.9871, -0.5451], [0.3881, 0.9243, 1.0960], [0.1614, 0.1948, 0.4212]]}

---

{"formula": "C16H33N5O6PdSSe2", "method": "ωB97M-V/def2-TZVPD", "homo_lumo_gap_ev": 6.57, "lumo_ev": -0.826, "species": ["Pd", "O", "C", "C", "C", "O", "C", "Se", "C", "Se", "H", "H", "H", "H", "H", "H", "H", "H", "H", "H", "N", "C", "C", "C", "N", "H", "H", "H", "H", "H", "H", "H", "H", "H", "H", "C", "C", "S", "O", "O", "C", "C", "N", "C", "N", "C", "C", "N", "O", "O", "C", "H", "H", "H", "H", "H", "H", "H", "H", "H", "H", "H", "H", "H"], "positions_angstrom": [[-0.216154, 0.657359, -0.405634], [-4.837409, 3.237556, 2.702273], [-4.139865, 2.032007, 2.942089], [-2.933044, 1.793894, 2.010444], [-1.795445, 2.738956, 2.407732], [-2.204211, 4.114208, 2.478172], [-2.524671, 0.333893, 2.237113], [-0.703961, -0.186584, 1.754322], [-3.379918, 2.050064, 0.563894], [-2.565824, 0.959649, -0.850038], [-4.177584, 3.941765, 2.766717], [-4.860841, 1.224028, 2.794599], [-3.793513, 1.981551, 3.983458], [-0.952648, 2.631153, 1.723650], [-1.443168, 2.479103, 3.407810], [-2.118658, 4.501825, 1.602567], [-3.223356, -0.319000, 1.715487], [-2.576346, 0.105002, 3.304604], [-3.251012, 3.098381, 0.300274], [-4.446793, 1.843689, 0.473027], [1.917505, -2.707252, -0.278106], [2.273102, -2.452214, 1.129987], [3.263294, -1.294549, 1.242363], [2.634192, 0.082388, 1.053383], [1.892286, 0.209146, -0.229243], [1.038628, -3.207379, -0.334757], [2.620919, -3.285915, -0.722029], [2.691861, -3.340053, 1.614337], [1.356008, -2.197665, 1.663333], [4.074883, -1.446210, 0.521849], [3.719492, -1.314223, 2.235081], [3.410091, 0.849043, 1.089066], [1.947045, 0.284599, 1.875911], [1.909001, -0.704212, -0.691872], [2.357690, 0.871178, -0.837680], [-5.922311, 0.635898, -3.169077], [-5.976477, 1.074878, -4.623573], [-4.458716, 0.811050, -5.508589], [-3.983011, -0.524279, -5.226136], [-4.647693, 1.216562, -6.877272], [-3.307581, 1.934073, -4.743731], [-1.908002, 1.676862, -5.305648], [-0.909328, 1.903026, -4.259277], [-0.519967, 0.939324, -3.401529], [0.170527, 1.452367, -2.386850], [0.228303, 2.797366, -2.586393], [-0.446595, 3.092603, -3.727291], [-0.659013, 4.384054, -4.297791], [-0.111864, 5.318733, -3.749163], [-1.392808, 4.468544, -5.269623], [-0.857787, -0.497520, -3.560357], [-6.911421, 0.737087, -2.723554], [-5.228670, 1.238331, -2.582462], [-5.612581, -0.404877, -3.093560], [-6.221765, 2.130436, -4.749864], [-6.697103, 0.493850, -5.203067], [-3.322313, 1.724556, -3.670574], [-3.636860, 2.956484, -4.924387], [-1.696305, 2.311894, -6.156887], [-1.807650, 0.636744, -5.607903], [0.724028, 3.475934, -1.915339], [-1.938964, -0.651469, -3.571920], [-0.434822, -1.045142, -2.720666], [-0.453058, -0.893775, -4.493268]], "forces_ev_per_a": [[-0.0868, 0.0168, 0.1110], [0.0000, 0.0147, 0.0036], [0.0021, 0.0096, 0.0002], [0.0046, 0.0080, -0.0154], [0.0113, 0.0029, 0.0125], [-0.0112, 0.0056, -0.0139], [-0.0158, -0.0028, -0.0090], [0.0285, 0.0123, -0.0550], [-0.0096, 0.0006, 0.0021], [0.0733, -0.0019, -0.0092], [-0.0098, -0.0096, -0.0088], [-0.0013, -0.0012, 0.0018], [0.0003, -0.0029, 0.0016], [-0.0092, -0.0022, 0.0002], [0.0065, -0.0044, -0.0024], [0.0076, 0.0032, 0.0100], [0.0003, -0.0019, 0.0009], [0.0077, -0.0011, 0.0038], [-0.0060, 0.0014, 0.0162], [0.0026, -0.0217, 0.0034], [0.0052, 0.0126, 0.0132], [0.0159, 0.0112, -0.0219], [0.0024, -0.0017, 0.0013], [-0.0068, 0.0058, -0.0049], [0.0565, -0.0611, 0.0360], [0.0026, 0.0171, -0.0013], [-0.0103, 0.0115, 0.0007], [0.0027, 0.0057, 0.0063], [-0.0172, -0.0005, 0.0111], [-0.0066, 0.0083, -0.0070], [0.0072, 0.0039, -0.0043], [-0.0128, 0.0057, 0.0056], [-0.0194, -0.0280, -0.0081], [-0.0049, -0.0046, 0.0059], [-0.0112, -0.0268, -0.0265], [-0.0008, -0.0098, 0.0021], [0.0018, 0.0060, 0.0022], [-0.0111, -0.0535, 0.0022], [-0.0102, 0.0160, -0.0029], [0.0033, 0.0106, 0.0004], [0.0142, 0.0380, 0.0324], [0.0492, 0.0239, -0.0233], [-0.0534, -0.0329, 0.0377], [-0.0096, 0.0354, -0.0215], [0.0496, 0.0046, -0.0678], [-0.0140, -0.0127, 0.0027], [0.0471, 0.0004, -0.0528], [-0.1129, 0.0348, 0.0848], [0.0206, -0.0350, -0.0477], [0.0562, 0.0030, -0.0103], [-0.0204, -0.0024, 0.0000], [0.0016, 0.0030, 0.0002], [0.0051, 0.0025, 0.0014], [0.0014, 0.0001, 0.0006], [0.0003, -0.0006, -0.0007], [0.0023, 0.0009, -0.0080], [0.0036, -0.0025, 0.0012], [-0.0103, -0.0086, -0.0123], [0.0007, -0.0077, 0.0056], [-0.0039, -0.0068, -0.0037], [-0.0151, -0.0001, 0.0164], [0.0057, 0.0078, 0.0059], [-0.0060, 0.0040, -0.0061], [0.0063, -0.0029, 0.0018]]}